C48H68GeN7O2P3RhS2 | the ωB97M-V functional and the def2-TZVPD basis

Element x y z (Å)
C (1.83345, 2.97914, 2.30397)
H (-0.35080, 0.72424, 5.31263)
H (1.48224, -1.97076, -3.47863)
C (3.84987, 3.51968, -4.01158)
H (0.80123, -6.56445, -1.02350)
C (-0.02972, 4.72351, -1.40423)
H (3.03666, -2.03155, 2.42097)
C (-0.62219, 4.47378, -0.16306)
H (-4.46757, -0.95642, -1.12770)
C (-2.64513, 4.40920, -4.78966)
C (0.85270, -7.05473, -0.06027)
P (-1.60543, 1.11874, 1.81886)
H (-1.77938, -0.43979, -3.41495)
H (3.72872, 2.33250, 0.04796)
C (0.43174, 5.98268, -1.73930)
H (0.81741, 2.66883, 2.06915)
N (-0.01591, -10.23968, 1.50123)
N (1.27553, -3.63970, 0.86959)
H (-1.16339, 5.55957, -3.76177)
Rh (-0.00557, -0.20695, 0.64440)
C (-1.61086, 4.58361, -3.88297)
C (-1.75795, 2.25856, -3.22031)
C (-2.48882, 2.38231, 4.20320)
C (-4.17186, -1.94145, -0.76316)
C (1.28273, 3.52670, -2.99201)
H (4.59323, 2.68740, 1.93800)
N (-0.88026, 3.16022, 0.14838)
C (3.86036, -1.32336, 2.41489)
H (-2.44253, 3.36177, 1.51430)
H (0.63229, -0.44451, -3.20295)
O (2.87540, -4.85655, -0.55080)
H (1.82333, 3.59089, 3.20695)
H (-2.24408, 0.27345, 3.95066)
C (3.87474, -0.52417, 1.11292)
C (-0.07062, -3.61987, -1.93205)
Ge (-0.01461, 1.75426, -0.91129)
H (-4.97524, -2.63188, -1.02198)
C (-0.85426, 5.56340, 0.68639)
H (4.17057, -0.88164, -1.03076)
C (0.76807, -3.20574, 1.96037)
C (-0.10741, -2.93817, 4.23804)
P (2.40448, 0.59927, 1.05020)
H (-0.45656, -4.01739, -0.99404)
C (-3.13146, -2.77791, -2.88065)
C (-2.77658, 2.08771, -4.16866)
H (2.98709, 4.39592, -5.77292)
C (1.10908, -8.32792, 2.40741)
S (2.37272, -4.91390, 0.78665)
P (-1.44706, -1.24080, -1.17778)
H (-1.90024, 3.29713, 4.15682)
C (4.15913, 2.12130, 2.76222)
C (2.31526, 2.96820, -2.22688)
H (4.74060, 0.14279, 1.11521)
H (2.19646, 3.59737, 1.48165)
H (-5.00306, 1.39681, 0.10571)
H (-3.54023, 2.33492, -0.19583)
H (-1.34309, 5.42354, 1.64141)
H (3.77738, -0.68353, 3.29472)
H (4.44222, 2.62094, -2.16441)
N (-0.01446, -2.08993, 2.08327)
C (-3.19677, 3.14753, -4.95256)
C (-2.87247, -2.43149, -1.41133)
C (1.48812, -6.42164, 1.00470)
C (2.70494, 1.73897, 2.50091)
H (4.79022, 1.25886, 2.96668)
C (-0.49452, -1.97901, 3.32596)
C (-1.95455, 0.00967, -2.43064)
C (-0.29787, 1.11218, 4.29476)
N (0.02408, 3.57314, -2.29184)
C (1.62186, -7.06469, 2.23544)
H (0.92338, -4.03084, -2.08740)
H (-0.17639, -1.77849, -4.04237)
H (0.56816, 8.03604, -1.14360)
C (3.95437, -1.42816, -0.11454)
H (-5.06242, -0.44624, 1.76697)
H (-0.13257, -8.82646, -0.72375)
H (-3.24998, 1.12159, -4.28535)
S (0.92264, -4.07874, 3.53469)
C (-1.70331, 1.18272, 3.67629)
H (-0.63861, 7.66870, 0.98144)
H (3.49956, 0.97069, -1.04726)
C (0.45912, -8.98400, 1.34371)
C (-1.45204, 2.90530, 1.42946)
C (2.80457, 4.00664, -4.78162)
H (2.17949, -6.57473, 3.02079)
C (1.51649, 4.01135, -4.26388)
H (0.11302, -10.72698, 2.36827)
H (0.70339, 4.40616, -4.85442)
H (4.77659, -1.90641, 2.50134)
H (1.22611, -8.83318, 3.35730)
H (0.15842, 2.10039, 4.34281)
C (-0.44778, 6.83485, 0.31930)
H (-0.71142, -3.96280, -2.74211)
H (-3.42074, 2.54206, 3.66036)
H (-3.07689, -0.02713, 0.37371)
H (-2.73930, 2.20500, 5.24926)
H (-0.40046, -2.99697, 5.27432)
H (3.03308, -1.98443, -0.26219)
O (3.27214, -4.75285, 1.89576)
H (-1.16845, -1.16993, 3.55710)
C (-1.13986, 3.51092, -3.14827)
N (-1.34805, 1.29801, -2.33747)
C (-4.10985, 1.81215, 0.57504)
H (4.85822, 3.53223, -4.40298)
C (3.61772, 3.00506, -2.74949)
C (0.22233, 7.04803, -0.87560)
H (-4.38843, 0.50738, 3.07677)
H (0.95685, 6.13890, -2.67212)
C (-4.12821, -0.11250, 2.21902)
H (4.74857, -2.16024, 0.02895)
H (-2.22192, -2.94176, -3.45393)
C (2.97842, 1.64426, -0.35627)
H (-3.71798, -3.69627, -2.91502)
H (4.19245, 2.76381, 3.64312)
H (-2.56537, -3.33315, -0.87564)
H (2.33791, 1.18713, 3.37303)
H (-3.71322, -1.99901, -3.37327)
H (0.36288, 0.46160, 3.71754)
H (0.83364, -1.86466, -1.14973)
H (-0.83298, 3.33926, 2.22845)
C (0.34176, -8.31921, 0.10623)
C (-3.31181, 0.66101, 1.18233)
H (-3.97024, 2.99287, -5.69259)
H (-3.04145, 0.10279, -2.29445)
H (-2.99875, 5.24618, -5.37446)
H (-4.09850, -1.91232, 0.32366)
H (-0.47017, -10.71625, 0.74464)
N (1.96014, 2.37851, -1.04448)
C (0.51434, -1.53004, -3.23619)
C (0.04806, -2.09667, -1.89591)
H (-4.44367, 2.52689, 1.32813)
H (-3.59445, -0.99921, 2.57045)

DFT total energy in Eh: -6411.11294
Spin multiplicity: 2
E_HOMO (spin up / spin down) in eV: -11.617 / -11.617
HOMO-LUMO gap (spin up / spin down) in hartree: 0.1707 / 0.1476
Charge: +2